Record 1
Formula: C31H29BrCsFN5O5
Source: OMol25
Level of theory: ωB97M-V/def2-TZVPD

```
73
Properties=species:S:1:pos:R:3
Cs 0.3081 0.3148 -4.1310
F 0.7528 -0.2060 3.8473
C 0.8882 0.8861 3.0574
C 0.8243 0.7567 1.7012
C 0.8974 1.8962 0.8964
C 0.7800 1.7260 -0.5662
O 0.7286 0.5981 -1.0616
C 0.7298 2.9585 -1.3168
C 0.9233 4.1323 -0.6850
N 1.1271 4.2714 0.6674
C 1.2871 5.5876 1.2272
C 2.5951 5.9439 1.8786
C 2.2260 6.5363 0.5494
C 1.0532 3.1624 1.4778
C 1.1357 3.2620 2.8773
C 1.0539 2.1346 3.6670
N 1.1032 2.2880 5.0897
C 1.9736 1.4001 5.8475
C 2.0451 1.9332 7.2916
N 1.5558 3.3506 7.2871
C 0.0856 3.4134 6.9671
C -0.1687 2.4812 5.7693
C 0.4867 2.9046 -2.8223
O -0.7004 2.6989 -3.1542
O 1.4915 2.9007 -3.5573
H 0.6943 -0.2028 1.2187
H 0.9305 5.0648 -1.2321
H 0.3819 6.0041 1.6567
H 3.3583 5.1780 1.8660
H 2.5659 6.5790 2.7530
H 2.7645 6.1571 -0.3075
H 1.9373 7.5751 0.4982
H 1.2758 4.2182 3.3608
H 2.9582 1.4028 5.3809
H 1.6240 0.3656 5.8848
H 3.0535 1.9172 7.6977
H 1.3885 1.3860 7.9655
H 2.0517 3.8472 6.5440
H 1.7485 3.8103 8.1756
H -0.1426 4.4525 6.7387
H -0.4540 3.1165 7.8640
H -0.8786 2.9436 5.0886
H -0.6030 1.5316 6.1069
C 3.2020 -2.3753 -4.9353
O 1.7844 -2.3919 -4.7910
C 1.2161 -3.5797 -4.4445
C 1.9294 -4.7250 -4.1372
C 1.2497 -5.8932 -3.8106
Br 2.2503 -7.4467 -3.4089
C -0.1215 -5.9323 -3.7646
C -0.8502 -4.7735 -4.0515
C -0.1859 -3.6083 -4.4097
O -0.8285 -2.4453 -4.7474
C -2.3158 -4.8539 -3.9668
N -3.0142 -5.8927 -4.3067
C -4.3291 -5.5725 -3.9987
C -5.4863 -6.3334 -4.1462
C -6.6779 -5.7745 -3.7290
C -6.7303 -4.4849 -3.1798
C -5.5932 -3.7123 -3.0371
C -4.3986 -4.2832 -3.4573
N -3.0920 -3.8154 -3.4763
H 3.5177 -3.1113 -5.6763
H 3.6931 -2.5765 -3.9811
H 3.4575 -1.3749 -5.2712
H 3.0082 -4.7274 -4.1569
H -0.6562 -6.8361 -3.5118
H -1.7680 -2.6130 -4.9031
H -5.4433 -7.3282 -4.5679
H -7.5961 -6.3389 -3.8233
H -7.6856 -4.0876 -2.8636
H -5.6373 -2.7157 -2.6174
H -2.7362 -3.0748 -2.8943
```

Output
Frontier orbital gap in Eh: 0.2431
Net charge: +1
E_LUMO in eV: -3.2
ΔE to the lowest compared entry with this formula, charge and spin in kcal/mol: 4.3

Atom charges from the Mulliken analysis, given in e for atoms 1 to 8: 1.087, -0.356, 0.744, -1.167, 0.360, 1.496, -0.853, 0.355

Record 2
Formula: C5H8O
Source: OMol25
Level of theory: ωB97M-V/def2-TZVPD

```
14
Properties=species:S:1:pos:R:3
C 1.4169 0.0825 -0.5291
C 0.6331 0.2466 0.7526
C -0.7735 0.7832 0.5724
C -1.3726 -0.1606 -0.4913
O -0.6348 -1.3748 -0.4406
C 0.6443 -1.0702 0.0414
H 1.0715 0.5584 -1.4421
H 2.4965 0.0264 -0.4283
H 1.1423 0.4160 1.6967
H -0.7801 1.8223 0.2277
H -1.3277 0.7354 1.5157
H -1.2858 0.2739 -1.4962
H -2.4275 -0.3870 -0.3150
H 1.1973 -1.9520 0.3360
```

Output
Structure (SMILES): C1C[C@@H]2C[C@@H]2O1
Frontier orbital gap in Eh: 0.3754
E_LUMO in eV: 1.1
ΔE to the lowest compared entry with this formula, charge and spin in kcal/mol: 32.5

Atom charges from the Mulliken analysis, given in e for atoms 1 to 8: -0.622, -0.133, -0.531, -0.513, -0.432, -0.114, 0.183, 0.266

Record 3
Formula: H2N2O6S2
Source: OMol25
Level of theory: ωB97M-V/def2-TZVPD

```
12
Properties=species:S:1:pos:R:3
N 3.3462 0.2106 -0.0703
N -1.7249 -0.5230 -0.0492
O 0.0007 -2.2340 -0.8655
O -2.3660 1.9456 0.3603
O -0.1518 -1.7665 1.5212
O -0.3929 1.1709 1.2886
O -0.5045 1.5209 -1.1691
O -2.3305 -0.8196 -1.0886
S -0.1225 -1.1682 0.2209
S -1.1736 1.1543 0.0665
H 2.7272 -0.2978 -0.6863
H 2.6927 0.8069 0.4716
```

Output
Frontier orbital gap (spin up / spin down) in Eh: 0.2505 / 0.1997
Net charge: -2
E_LUMO (spin up / spin down) in eV: 6.5 / 5.3
ΔE to the lowest compared entry with this formula, charge and spin in kcal/mol: 66.7

Atom charges from the Mulliken analysis, given in e for atoms 1 to 8: -0.630, 0.235, -0.708, -0.764, -0.645, -0.647, -0.646, -0.550

Record 4
Formula: C10H13NO2S
Source: OMol25
Level of theory: ωB97M-V/def2-TZVPD

```
27
Properties=species:S:1:pos:R:3
C -2.8851 3.2577 3.0638
C -2.7964 2.5102 1.7792
C -1.8352 3.1360 3.8624
C -1.4803 1.8059 1.7568
C -1.7342 0.6467 -0.4241
C 3.1099 -1.6865 -2.5866
C 2.9301 -0.8078 -1.3984
C 1.7851 -2.2948 -2.0502
C 1.8204 -3.7381 -1.5967
C -1.0052 1.0110 0.7849
N 1.8446 -1.3058 -0.9433
O -1.1093 -0.2448 -1.2187
O -2.8237 1.0768 -0.7252
S -0.5614 2.1201 3.2136
H -3.7504 3.8474 3.2987
H -2.8775 3.1761 0.9134
H -1.6714 3.5737 4.8287
H 3.0524 -1.1931 -3.5555
H 3.9743 -2.3475 -2.5635
H 3.4894 0.0250 -0.9997
H -3.6091 1.7859 1.6652
H 0.9195 -2.1064 -2.6895
H 2.0237 -4.3876 -2.4462
H 0.8630 -4.0148 -1.1609
H 2.5968 -3.8794 -0.8464
H -0.0259 0.5621 0.9107
H -0.2442 -0.5280 -0.8726
```

Output
Frontier orbital gap in Eh: 0.3232
E_LUMO in eV: 0.7
ΔE to the lowest compared entry with this formula, charge and spin in kcal/mol: 52.5

Atom charges from the Mulliken analysis, given in e for atoms 1 to 8: -0.597, -0.363, -0.235, -0.044, 0.721, -0.565, -0.143, 0.354

Record 5
Formula: C12H32N2O5Ti
Source: OMol25
Level of theory: ωB97M-V/def2-TZVPD

```
52
Properties=species:S:1:pos:R:3
Ti -12.4910 1.4318 10.0534
C -11.3643 4.0798 8.5058
O -12.5252 3.1938 8.8628
C -13.8611 3.7676 8.9716
C -14.8379 2.7771 9.6282
N -14.3018 2.1533 10.8781
C -13.6412 2.9790 11.8068
C -13.0269 2.2266 12.9292
O -11.9148 1.6258 12.2898
C -11.5488 0.3680 12.8754
H -11.1233 4.4862 9.4880
H -11.6643 4.8744 7.8227
H -10.5905 3.4275 8.1009
H -14.3654 3.8508 8.0088
H -13.9872 4.7186 9.4890
H -14.9996 1.9460 8.9418
H -15.8711 3.0827 9.7930
H -15.0704 1.8117 11.4371
H -14.4428 3.6642 12.0826
H -12.8520 3.5646 11.3353
H -13.7769 1.5380 13.3184
H -12.7015 2.9623 13.6647
H -10.7313 -0.0608 12.2958
H -12.4030 -0.2965 13.0058
H -11.1286 0.4640 13.8766
C -11.3722 -4.0660 11.1858
O -10.7764 -2.9297 10.5167
C -11.5523 -1.8900 9.8848
C -12.7603 -1.4792 10.7529
N -13.4119 -0.1928 10.3011
C -13.9200 -0.2426 8.9843
C -12.8847 0.2313 7.7918
O -12.5481 1.6371 7.9905
C -11.6114 2.0399 7.0271
H -11.5444 -3.9313 12.2537
H -10.7408 -4.9520 11.1192
H -12.3628 -4.3395 10.8227
H -11.8960 -2.1794 8.8918
H -10.9176 -1.0290 9.6749
H -12.4827 -1.3427 11.7981
H -13.4018 -2.3603 10.7659
H -14.2761 -0.0165 10.7932
H -14.7153 0.5012 8.9352
H -14.2982 -1.2339 8.7344
H -13.2746 0.1199 6.7800
H -11.9605 -0.3463 7.8109
H -10.6590 1.5487 7.2268
H -11.3090 3.0856 6.9704
H -11.9363 1.8231 6.0095
O -10.8710 0.9252 10.1009
H -10.4574 0.4128 10.7956
H -10.1439 1.3707 9.6661
```

Output
<S²>: 3.75
Frontier orbital gap (spin up / spin down) in Eh: 0.0979 / 0.3580
Net charge: +1
E_LUMO (spin up / spin down) in eV: -2.9 / -3.0
ΔE to the lowest compared entry with this formula, charge and spin in kcal/mol: 255.8
Spin multiplicity: 4

Atom charges from the Mulliken analysis, given in e for atoms 1 to 8: -2.851, -1.299, 0.607, -0.745, -0.280, 0.110, -0.882, -0.057

Record 6
Formula: C45H51Cl4CsN7O2S2SbSe4
Source: OMol25
Level of theory: ωB97M-V/def2-TZVPD

```
117
Properties=species:S:1:pos:R:3
Cs -0.0685 -3.1547 -0.6728
C 0.8793 4.2020 3.4165
C 0.7887 2.9738 2.6035
C 1.7432 2.7977 1.6433
C 1.7783 1.5948 0.8557
C 2.8366 1.4409 -0.0359
N 3.1778 0.2062 -0.3413
C 4.4476 -0.2202 -0.8553
C 5.0445 -1.3857 -0.0729
C 4.1898 -2.6383 0.0472
N 4.8501 -3.5229 0.9400
C 4.9658 -4.8462 0.7776
C 3.9192 -5.7906 0.8584
C 4.2917 -7.1364 0.5281
C 3.5072 -8.1775 1.0276
C 3.9448 -9.6297 0.8441
C 2.2910 -7.8480 1.6565
C 1.6757 -6.5884 1.5324
C 0.3009 -6.3434 2.1606
N -0.1088 -5.3965 2.9046
C 0.6975 -4.3388 3.6084
C -0.2256 -3.3202 4.2284
C -1.2530 -2.5825 3.3494
N -0.7687 -1.5306 2.4410
C -1.1641 -0.3429 2.3090
C -1.6394 1.8090 1.0793
C -0.3524 2.0682 2.6838
C 0.6888 0.5781 0.7545
O 0.7679 -0.4789 0.0728
C 2.4556 -5.5098 1.0321
O 2.0666 -4.3501 0.7270
H 1.7969 4.7381 3.1075
H 0.8760 3.8934 4.4923
H -0.0202 4.8450 3.1474
H 2.4183 3.6347 1.4479
H 3.4543 2.3038 -0.2509
H 2.4154 -0.4709 -0.3018
H 5.0960 0.6376 -0.8141
H 4.3780 -0.5499 -1.9419
H 5.2634 -0.8788 0.9273
H 5.9909 -1.6534 -0.5158
H 3.9666 -3.1250 -0.9046
H 3.1569 -2.4384 0.4613
H 5.2868 -3.0719 1.7860
H 5.9494 -5.2955 0.5438
H 5.1886 -7.3461 -0.0376
H 4.8802 -9.6580 0.2623
H 3.1911 -10.1399 0.2254
H 4.1563 -10.1584 1.8052
H 1.6680 -8.5184 2.2854
H -0.4310 -7.0734 1.8643
H 1.4282 -3.8905 2.9117
H 1.1462 -4.8039 4.5483
H 0.4390 -2.5496 4.6975
H -0.7378 -3.8040 5.1154
H -2.0534 -2.1857 4.0460
H -1.6447 -3.4199 2.6868
H -2.1714 0.1152 2.7145
H -0.8197 1.8957 3.6193
Cl -2.2016 -5.9432 -1.0893
C -3.0451 -6.6980 0.4527
Cl -4.8067 -6.9668 0.3535
H -2.7763 -6.0023 1.2631
H -2.4752 -7.6041 0.6217
Se -0.8117 -0.6809 -6.9562
Sb 0.0802 -3.0746 -7.2009
Se 0.1006 -2.8384 -4.5227
Se -1.0919 -4.7476 -4.3667
Se -2.0588 -4.7258 -6.6115
S -2.9121 1.9842 -3.4199
C -2.7166 3.3796 -2.4524
N -2.2873 4.6119 -2.9684
C -2.2052 5.8087 -2.0624
C -3.2740 5.7826 -0.9560
N -3.4288 4.4865 -0.3380
C -4.3694 4.3855 0.8167
C -5.8141 4.4917 0.3595
C -6.4876 5.7344 0.1946
C -7.7698 5.8131 -0.2907
C -8.4559 4.6877 -0.5828
C -7.9277 3.4523 -0.2375
C -6.5917 3.3654 0.2985
C -2.9118 3.3624 -0.9851
S -2.6739 1.7365 -0.2925
C -2.2926 4.9243 -4.3986
C -0.8903 5.1855 -4.9550
C -0.4565 6.4431 -5.3175
C 0.7547 6.6157 -6.0633
C 1.5085 5.5232 -6.3673
C 1.1924 4.2403 -5.7961
C -0.0017 4.1161 -5.1341
H -2.2959 6.7389 -2.6713
H -1.1659 5.8742 -1.6102
H -4.2053 6.0827 -1.5010
H -3.0967 6.5527 -0.2004
H -4.0776 5.2573 1.4527
H -4.0616 3.5095 1.3791
H -6.0464 6.6715 0.5034
H -8.2257 6.8359 -0.3310
H -9.4280 4.8359 -1.1067
H -8.4671 2.4889 -0.4237
H -6.2593 2.4426 0.6559
H -2.9241 5.7875 -4.4731
H -2.7623 4.1588 -4.9824
H -1.1790 7.2993 -5.1689
H 1.1276 7.6140 -6.3639
H 2.4010 5.6739 -7.0319
H 1.8113 3.3328 -5.8539
H -0.3163 3.1394 -4.7284
N -1.5223 2.8605 1.9515
C -0.4673 0.9038 1.6124
H -1.2741 3.7874 1.5352
Cl 6.1822 -1.2821 3.5072
C 6.3691 -1.1461 5.3193
Cl 5.4273 -2.3695 6.3643
H 6.1494 -0.0988 5.5586
H 7.4086 -1.3704 5.5795
```

Output
Frontier orbital gap (spin up / spin down) in Eh: 0.1297 / 0.1290
Net charge: -2
E_LUMO (spin up / spin down) in eV: 2.8 / 2.8

Atom charges from the Mulliken analysis, given in e for atoms 1 to 8: 1.352, -1.292, -0.119, -0.844, 0.523, -0.891, 0.432, -1.126